1.
Molecular formula: C39H62AsBrHgNO6P2SSi2
Method: DFT, the ωB97M-V functional and the def2-TZVPD basis

Properties
Energy relative to the best compared isomer or geometry (same formula, charge and spin) ... 0.000 eV
E_LUMO (alpha / beta) ... 3.7 / 3.7 eV
E_tot ... -235458.17450 eV
HOMO energy (alpha / beta) ... 0.96 / -1.02 eV
⟨S²⟩ ... 0.769
Multiplicity ... 2
Total charge ... -2

Last column: Mulliken charge in e.
Element x y z (Å)
Hg  1.637  -1.313  0.050  1.2477
C  3.644  -2.644  -2.396  -0.8857
C  2.777  -3.782  -1.948  0.5836
C  2.775  -4.993  -2.600  -0.6665
C  1.944  -6.033  -2.141  -1.3125
C  1.120  -5.807  -1.010  1.2512
C  0.270  -6.799  -0.483  -0.8639
C  -0.499  -6.547  0.643  -0.5066
C  -0.463  -5.297  1.241  -0.9097
C  0.340  -4.262  0.734  0.9137
S  0.283  -2.712  1.593  -0.2688
C  1.168  -4.514  -0.387  -0.9983
N  2.003  -3.533  -0.864  -0.2020
H  4.340  -2.958  -3.176  0.4293
H  4.207  -2.248  -1.550  -0.1569
H  3.040  -1.816  -2.783  0.0309
H  3.424  -5.132  -3.458  0.3610
H  1.928  -7.002  -2.629  0.2756
H  0.246  -7.772  -0.966  0.2757
H  -1.134  -7.325  1.057  0.3433
H  -1.054  -5.097  2.128  0.5109
C  -1.326  4.222  -2.182  -1.6181
C  -1.856  2.847  -1.824  1.9028
C  -1.997  1.956  -3.041  -0.8835
O  -0.912  2.267  -0.903  -0.1774
P  -1.320  1.711  0.530  -0.5480
O  -0.159  1.450  1.376  -0.0139
C  -2.402  0.317  0.182  1.1789
P  -3.607  -0.215  1.414  1.0139
O  -3.155  -0.446  2.784  -0.9544
O  -4.284  -1.435  0.658  -0.2182
C  -4.182  -2.816  1.112  0.6045
C  -3.185  -3.537  0.238  -0.6576
C  -5.576  -3.400  1.026  -1.7055
O  -4.788  0.872  1.398  -0.3364
C  -5.572  1.137  0.223  1.2510
C  -6.913  0.447  0.374  -1.5065
C  -5.708  2.642  0.086  -1.3977
O  -2.322  2.826  1.104  -0.0357
C  -1.932  3.596  2.273  0.9225
C  -2.637  4.931  2.146  -1.5245
C  -2.314  2.837  3.525  -1.3238
H  -1.993  4.718  -2.890  0.3621
H  -0.337  4.117  -2.632  0.2620
H  -1.235  4.839  -1.287  0.3023
H  -2.818  2.952  -1.317  -0.7434
H  -1.030  1.837  -3.529  -0.0492
H  -2.692  2.411  -3.752  0.5019
H  -2.365  0.962  -2.783  0.2240
H  -1.740  -0.528  -0.043  -0.7916
H  -2.973  0.526  -0.727  -0.0130
H  -3.841  -2.792  2.148  0.4490
H  -3.512  -3.519  -0.806  0.3148
H  -3.090  -4.578  0.545  0.4638
H  -2.193  -3.082  0.307  -0.5246
H  -5.936  -3.350  -0.005  0.3136
H  -6.277  -2.867  1.672  0.3841
H  -5.552  -4.448  1.330  0.4354
H  -5.064  0.727  -0.656  0.1683
H  -7.425  0.830  1.260  0.3400
H  -6.772  -0.628  0.486  0.2105
H  -7.539  0.630  -0.502  0.3808
H  -6.231  3.041  0.958  0.3677
H  -6.275  2.896  -0.812  0.3857
H  -4.729  3.112  0.043  0.0916
H  -0.849  3.731  2.242  0.1192
H  -3.718  4.777  2.105  0.2677
H  -2.324  5.452  1.240  0.3211
H  -2.408  5.559  3.008  0.4020
H  -3.398  2.715  3.581  0.2612
H  -1.968  3.383  4.406  0.4979
H  -1.858  1.847  3.528  0.2175
Br  -0.620  -2.066  -2.229  -0.0526
C  0.189  -0.744  -3.331  0.5002
C  -0.195  -0.780  -4.643  -0.6799
C  0.230  0.221  -5.540  -0.7941
C  0.991  1.251  -5.076  -0.6227
C  1.402  1.302  -3.721  0.8730
C  2.153  2.413  -3.268  -1.3918
C  2.569  2.467  -1.970  -0.9884
C  2.303  1.390  -1.102  1.7620
C  1.580  0.278  -1.468  -1.2643
C  1.061  0.257  -2.801  1.0854
H  -0.848  -1.572  -4.981  0.4464
H  -0.076  0.175  -6.578  0.3133
H  1.300  2.056  -5.736  0.3402
H  2.389  3.203  -3.974  0.2844
H  3.138  3.318  -1.610  0.3243
H  2.712  1.428  -0.098  -1.2139
C  5.496  2.425  0.858  -0.9482
Si  5.623  0.534  0.752  0.5468
C  7.287  0.156  1.583  -1.1952
C  5.889  0.161  -1.081  -0.9626
As  3.941  -0.774  1.645  -0.1005
Si  3.104  0.660  3.261  0.6439
C  2.618  2.433  2.801  -0.6825
C  1.560  -0.136  3.977  -0.6658
C  4.346  0.883  4.684  -1.1649
H  6.364  2.874  0.360  0.4023
H  5.485  2.772  1.893  0.2692
H  4.591  2.793  0.371  0.1058
H  8.104  0.733  1.134  0.3013
H  7.518  -0.908  1.489  0.2946
H  7.242  0.387  2.651  0.2484
H  6.829  0.601  -1.435  0.4022
H  5.068  0.563  -1.680  0.1071
H  5.931  -0.915  -1.260  0.2750
H  2.012  2.453  1.894  -0.3005
H  3.486  3.082  2.675  0.4779
H  2.003  2.839  3.614  0.4278
H  0.719  -0.005  3.290  -0.2051
H  1.292  0.327  4.934  0.3373
H  1.697  -1.207  4.131  0.2851
H  5.264  1.358  4.326  0.2344
H  4.617  -0.087  5.108  0.2780
H  3.925  1.509  5.480  0.3202


2.
Molecular formula: C39H62CsN8O8PS2
Method: DFT, the ωB97M-V functional and the def2-TZVPD basis

Properties
Energy relative to the best compared isomer or geometry (same formula, charge and spin) ... 1.406 eV
E_LUMO (alpha / beta) ... 2.8 / 2.8 eV
E_tot ... -101255.45944 eV
HOMO energy (alpha / beta) ... -1.75 / 0.14 eV
Multiplicity ... 1
Total charge ... -2

Last column: Mulliken charge in e.
Element x y z (Å)
Cs  -0.626  0.487  0.325  1.3211
O  -0.068  -2.510  -0.462  -0.5962
H  0.121  -2.629  0.482  0.3245
H  0.842  -2.547  -0.893  0.6571
C  -0.166  4.505  -2.611  -0.5302
N  0.389  3.371  -3.333  0.1384
C  1.714  3.519  -3.911  -1.0367
C  -0.373  2.340  -3.625  0.5948
N  -1.063  1.435  -3.845  -0.5691
H  -0.354  5.346  -3.288  0.2529
H  0.521  4.831  -1.832  0.2377
H  -1.100  4.224  -2.128  -0.0329
H  1.735  4.341  -4.632  0.3178
H  2.008  2.599  -4.411  0.4204
H  2.440  3.733  -3.124  0.2905
C  -3.673  -2.457  -3.926  -0.9514
C  -3.128  -1.038  -3.884  -0.3653
O  -3.828  -0.247  -2.919  -0.3607
P  -3.271  -0.228  -1.375  0.5475
O  -3.990  1.163  -0.944  -0.5105
C  -3.467  2.395  -1.456  1.7156
C  -4.530  3.093  -2.282  -1.5625
O  -4.313  -1.227  -0.613  -0.2726
C  -5.728  -1.064  -0.744  -0.1685
C  -6.374  -2.423  -0.937  -1.0811
H  -3.169  -3.030  -4.704  0.4473
H  -4.746  -2.450  -4.132  0.2638
H  -3.508  -2.941  -2.961  0.0329
H  -3.262  -0.539  -4.844  0.3458
H  -2.060  -1.047  -3.657  0.2904
H  -2.593  2.198  -2.082  -0.6195
H  -3.166  3.009  -0.605  -0.4465
H  -4.797  2.473  -3.138  0.3226
H  -4.151  4.054  -2.633  0.3886
H  -5.421  3.264  -1.676  0.3384
H  -5.954  -0.419  -1.595  0.3115
H  -6.102  -0.575  0.158  0.2639
H  -6.007  -2.879  -1.857  0.2034
H  -7.458  -2.313  -0.999  0.3982
H  -6.136  -3.089  -0.106  0.1890
O  1.311  0.257  1.664  -1.0468
S  2.347  -0.749  2.027  0.8401
C  3.928  0.065  1.626  -0.9179
C  4.125  1.098  2.721  -0.4846
C  3.913  0.323  4.018  -0.7785
C  2.610  -0.453  3.841  -0.7128
H  3.822  0.468  0.620  0.4946
H  4.707  -0.699  1.629  0.3849
H  3.370  1.881  2.623  0.1325
H  5.112  1.560  2.674  0.4109
H  3.866  0.979  4.888  0.3563
H  4.743  -0.373  4.161  0.3150
H  1.735  0.134  4.121  0.2870
H  2.597  -1.406  4.367  0.3700
O  6.787  0.384  -6.500  -0.6924
S  8.093  -0.085  -6.054  1.1688
O  9.107  0.965  -6.022  -0.7174
O  8.536  -1.323  -6.696  -0.7216
C  7.883  -0.613  -4.320  0.1367
N  9.018  -0.706  -3.618  -0.5998
C  8.868  -1.165  -2.371  -0.3363
C  7.659  -1.523  -1.830  -0.6234
C  6.509  -1.396  -2.651  0.4284
N  6.672  -0.919  -3.919  -0.3850
C  5.193  -1.736  -2.224  1.0982
C  4.889  -2.271  -0.935  -0.6626
C  3.596  -2.565  -0.598  -0.8638
N  2.527  -2.387  -1.405  -0.4485
C  2.812  -1.901  -2.647  -0.9682
C  4.063  -1.573  -3.085  -0.5311
H  9.782  -1.240  -1.784  0.3858
H  7.595  -1.887  -0.813  0.2581
H  5.674  -2.462  -0.212  0.2091
H  3.366  -2.982  0.380  0.5960
H  1.947  -1.779  -3.294  0.4368
H  4.236  -1.194  -4.084  0.5690
C  -4.001  -5.366  1.687  -0.7116
C  -3.554  -4.271  0.732  -0.0771
N  -2.136  -4.070  0.946  0.0193
C  -1.669  -3.836  2.220  0.0687
N  -0.572  -3.186  2.350  -0.1719
C  0.050  -3.024  3.646  -0.5238
C  -0.453  -4.025  4.683  -0.8789
C  -1.972  -4.069  4.605  -0.7772
N  -2.372  -4.426  3.260  0.1153
C  -3.734  -4.900  3.109  -0.7391
H  -3.410  -6.261  1.485  0.3593
H  -5.058  -5.606  1.565  0.3877
H  -4.128  -3.352  0.907  -0.0388
H  -3.710  -4.570  -0.304  0.2908
H  -1.629  -3.530  0.247  0.2681
H  -0.122  -1.999  3.999  0.2048
H  1.129  -3.137  3.507  0.1669
H  -0.126  -3.748  5.687  0.4187
H  -0.059  -5.017  4.447  0.3335
H  -2.388  -3.095  4.902  0.3017
H  -2.375  -4.820  5.290  0.4021
H  -4.454  -4.111  3.377  0.2867
H  -3.885  -5.726  3.811  0.4041
C  -0.788  3.046  4.074  -1.2045
C  -1.853  3.505  3.093  0.8653
C  -2.906  4.342  3.798  -1.7703
C  -2.146  2.699  1.885  -1.5724
C  -1.345  4.002  1.683  2.2538
C  -2.004  5.155  1.064  -0.6973
C  -1.321  6.170  0.451  -0.4445
C  0.079  6.164  0.354  -0.7895
C  0.760  5.033  0.843  -0.6410
C  0.104  3.993  1.436  -0.4081
H  -1.271  2.592  4.945  0.4933
H  -0.172  3.883  4.423  0.2849
H  -0.137  2.292  3.631  -0.1328
H  -3.363  3.766  4.608  0.4241
H  -3.698  4.647  3.115  0.4131
H  -2.463  5.243  4.237  0.3121
H  -3.197  2.858  1.598  -0.0686
H  -3.089  5.181  1.066  0.1917
H  -1.874  7.006  0.031  0.3447
H  0.612  6.984  -0.111  0.3326
H  1.840  4.986  0.732  0.4312
H  0.672  3.139  1.785  0.3751


total charge of number 2 (C39H62CsN8O8PS2)? -2


E_tot of number 2 (C39H62CsN8O8PS2)? -101255.45944 eV